110
Properties=species:S:1:pos:R:3 method="wB97M-V/def2-TZVPD" spin_multiplicity=1
O -4.740 -0.008 2.152
N -5.593 -0.271 1.402
O -6.542 0.471 1.308
C -5.331 -1.262 0.298
C -6.313 -1.781 -0.522
C -6.012 -2.685 -1.639
C -4.749 -2.936 -1.843
C -3.715 -2.426 -1.087
C -4.048 -1.680 0.035
H -7.316 -1.422 -0.346
H -6.791 -3.098 -2.261
H -4.370 -3.650 -2.558
H -2.650 -2.525 -1.236
H -3.304 -1.132 0.594
O 0.898 -1.606 -7.740
N 0.490 -1.412 -6.608
O 0.344 -0.285 -6.119
C 0.328 -2.508 -5.651
C 1.009 -3.734 -5.805
C 1.092 -4.728 -4.867
C 0.310 -4.535 -3.695
C -0.339 -3.380 -3.441
C -0.378 -2.381 -4.476
H 1.679 -3.874 -6.640
H 1.751 -5.574 -5.001
H 0.217 -5.311 -2.949
H -0.933 -3.228 -2.552
H -0.952 -1.471 -4.383
O 1.715 2.053 0.663
N 1.005 2.803 1.400
O 0.752 2.553 2.538
C 0.575 4.120 0.811
C 1.352 4.639 -0.254
C 0.937 5.914 -0.729
C -0.308 6.468 -0.324
C -1.056 5.834 0.634
C -0.603 4.710 1.217
H 2.310 4.230 -0.540
H 1.563 6.468 -1.413
H -0.730 7.378 -0.724
H -1.969 6.221 1.062
H -1.233 4.231 1.952
O -1.037 0.922 -3.076
N -1.953 1.756 -3.043
O -2.582 2.077 -4.068
C -2.358 2.236 -1.728
C -3.404 3.186 -1.677
C -4.063 3.402 -0.393
C -3.625 2.677 0.685
C -2.516 1.812 0.667
C -1.944 1.536 -0.588
H -3.947 3.724 -2.440
H -4.917 4.036 -0.203
H -4.241 2.486 1.551
H -2.325 1.096 1.452
H -1.241 0.718 -0.627
O 8.518 4.519 -0.203
N 8.590 3.526 0.432
O 9.598 2.934 0.479
C 7.327 2.944 1.029
C 7.338 1.701 1.688
C 6.038 1.130 1.980
C 4.848 1.806 1.744
C 4.894 3.117 1.315
C 6.142 3.708 0.981
H 8.239 1.106 1.674
H 6.113 0.151 2.430
H 3.959 1.282 2.065
H 3.924 3.557 1.141
H 6.169 4.661 0.472
Br -0.219 -2.345 0.114
C 0.898 -0.739 0.613
C 2.387 -1.171 0.934
Br 3.277 -1.676 -0.701
H 0.359 -0.216 1.403
H 0.886 -0.062 -0.241
H 2.353 -2.049 1.579
H 2.864 -0.396 1.534
Br -4.139 -6.147 0.574
C -2.319 -5.486 1.009
C -1.429 -6.236 0.109
Br 0.431 -5.593 0.354
H -2.023 -5.502 2.058
H -2.251 -4.460 0.646
H -1.626 -6.187 -0.962
H -1.428 -7.314 0.274
Br 4.351 2.673 -1.867
C 3.810 1.942 -3.580
C 2.351 1.705 -3.608
Br 1.552 3.484 -3.857
H 4.178 0.924 -3.709
H 4.254 2.464 -4.427
H 1.926 1.359 -2.665
H 1.926 1.142 -4.439
Br -4.588 -2.555 6.148
C -3.703 -2.464 4.429
C -2.606 -1.401 4.759
Br -1.440 -1.165 3.120
H -4.418 -2.097 3.691
H -3.364 -3.474 4.199
H -1.944 -1.589 5.604
H -3.137 -0.474 4.976
Br 0.085 -0.687 7.604
C 0.835 -1.493 5.946
C 2.395 -1.498 5.923
Br 3.094 -2.268 4.294
H 0.603 -0.962 5.023
H 0.423 -2.493 5.812
H 2.691 -1.986 6.851
H 2.808 -0.502 6.077



97
Properties=species:S:1:pos:R:3 method="wB97M-V/def2-TZVPD" spin_multiplicity=1
Bi -0.292 -0.046 0.061
S -0.231 -0.419 2.585
C -1.840 -1.162 2.421
S -2.182 -2.089 1.027
C -2.743 -0.892 3.425
C -4.056 -1.458 3.410
N -5.120 -1.895 3.397
C -2.428 0.039 4.467
N -2.192 0.804 5.296
C -2.540 0.554 -5.472
C -2.713 -0.292 -4.387
C -1.698 -0.425 -3.449
C -0.524 0.293 -3.608
C -0.339 1.144 -4.690
C -1.354 1.268 -5.622
N 0.452 0.119 -2.564
N 1.480 0.803 -2.652
C 2.372 0.654 -1.528
C 3.696 0.962 -1.803
C 4.652 0.816 -0.811
C 4.264 0.389 0.451
C 2.926 0.123 0.723
C 1.951 0.251 -0.259
H -3.330 0.662 -6.203
H -3.633 -0.847 -4.267
H -1.821 -1.083 -2.596
H 0.585 1.696 -4.785
H -1.224 1.927 -6.470
H 3.961 1.301 -2.796
H 5.690 1.036 -1.018
H 5.004 0.274 1.233
H 2.647 -0.195 1.721
Se 0.959 -2.897 -2.409
N 0.793 -2.547 -0.653
C 0.980 -3.686 -0.022
C 0.923 -3.847 1.407
C 1.140 -5.073 1.923
C 1.421 -6.220 1.091
C 1.485 -6.120 -0.252
C 1.262 -4.833 -0.857
N 1.296 -4.615 -2.156
H 0.701 -2.990 2.028
H 1.095 -5.210 2.995
H 1.581 -7.179 1.567
H 1.696 -6.966 -0.889
C -0.791 6.626 -1.882
C 0.536 6.227 -1.215
C 0.501 4.781 -0.701
C -0.911 4.436 -0.207
C -1.862 4.389 -1.420
C -1.461 5.406 -2.503
P -0.922 2.868 0.730
C -2.668 2.459 1.169
C -3.532 1.892 0.035
C -4.731 1.145 0.635
C -5.267 1.843 1.898
C -4.963 3.334 1.859
C -3.445 3.575 1.900
C -0.195 3.203 2.398
C -0.503 4.575 3.052
C 0.730 5.473 3.084
C 1.836 4.850 3.944
C 1.899 3.320 3.774
C 1.311 2.893 2.435
H -0.621 7.401 -2.629
H -1.467 7.062 -1.140
H 0.750 6.902 -0.383
H 1.360 6.338 -1.924
H 1.253 4.643 0.075
H 0.762 4.080 -1.501
H -1.238 5.227 0.475
H -2.882 4.586 -1.085
H -1.867 3.383 -1.852
H -2.341 5.693 -3.081
H -0.770 4.942 -3.213
H -2.517 1.637 1.886
H -2.967 1.225 -0.625
H -3.876 2.713 -0.597
H -4.438 0.121 0.873
H -5.521 1.075 -0.117
H -4.807 1.409 2.790
H -6.338 1.664 2.000
H -5.435 3.854 2.695
H -5.388 3.769 0.949
H -3.113 3.616 2.939
H -3.219 4.551 1.460
H -0.670 2.424 3.006
H -0.841 4.402 4.078
H -1.330 5.085 2.558
H 0.469 6.461 3.466
H 1.091 5.630 2.063
H 1.651 5.091 4.993
H 2.798 5.301 3.690
H 1.333 2.828 4.571
H 2.928 2.969 3.868
H 1.460 1.824 2.270
H 1.846 3.395 1.623



no.,LUMO (eV)
1,-0.8
2,-1.3